{
  "formula": "C5H13NO",
  "method": "ωB97M-V with the def2-TZVPD basis set",
  "s2": 0.757,
  "relative_energy_ev": 0.450,
  "molar_mass_g_mol": 103.165,
  "spin_multiplicity": 2,
  "lumo_energy_ha": [-0.131, -0.262],
  "charge": 1,
  "total_energy_ha": -327.998748,
  "species": ["C", "C", "N", "C", "C", "C", "H", "H", "H", "H", "H", "H", "H", "H", "H", "H", "H", "H", "H", "O"],
  "xyz": [[2.335, -0.321, -1.331], [1.620, -0.339, 0.018], [-0.958, -0.444, 1.392], [-0.568, 0.707, 0.809], [0.641, 0.741, 0.110], [-1.372, 1.956, 1.041], [1.609, -0.456, -2.132], [3.094, -1.092, -1.399], [2.847, 0.625, -1.504], [1.055, -1.278, 0.116], [2.296, -0.380, 0.883], [-1.806, -0.272, 1.935], [-1.220, -1.184, 0.726], [0.860, 1.642, -0.443], [-1.159, 2.285, 2.050], [-2.427, 1.712, 0.945], [-1.066, 2.664, 0.277], [-1.232, -1.837, -1.022], [-2.380, -2.705, -1.563], [-2.170, -2.024, -0.907]],
  "nbo_charge": [-0.6039, -0.4963, -0.6651, 0.3275, 0.0537, -0.6727, 0.2145, 0.2451, 0.2255, 0.2256, 0.2874, 0.4062, 0.4397, 0.2213, 0.2708, 0.2540, 0.2545, 0.4540, 0.5063, -0.9479]
}

=====

{
  "formula": "C5H13NO",
  "method": "ωB97M-V with the def2-TZVPD basis set",
  "s2": 0.756,
  "relative_energy_ev": 0.197,
  "molar_mass_g_mol": 103.165,
  "spin_multiplicity": 2,
  "lumo_energy_ha": [-0.134, -0.253],
  "charge": 1,
  "total_energy_ha": -328.008069,
  "species": ["C", "C", "C", "C", "N", "C", "H", "H", "H", "H", "H", "H", "H", "H", "H", "H", "H", "H", "H", "O"],
  "xyz": [[0.399, -2.249, 0.508], [-0.300, -1.518, -0.649], [0.044, -0.075, -0.727], [-0.971, 0.875, -0.935], [-0.782, 2.174, -0.721], [1.467, 0.324, -0.650], [-0.149, -3.144, 0.775], [0.382, -1.619, 1.402], [1.425, -2.517, 0.260], [-1.376, -1.651, -0.627], [0.043, -1.935, -1.600], [-1.999, 0.578, -1.059], [0.095, 2.600, -1.008], [-1.562, 2.786, -0.986], [1.935, -0.066, -1.563], [1.650, 1.390, -0.562], [2.022, -0.156, 0.158], [-1.087, 1.987, 3.110], [-0.296, 1.130, 2.081], [-0.942, 1.088, 2.791]],
  "nbo_charge": [-0.6053, -0.4793, 0.2527, 0.1027, -0.6253, -0.7131, 0.2500, 0.2189, 0.2250, 0.2376, 0.2642, 0.2369, 0.4181, 0.4282, 0.2824, 0.2243, 0.2792, 0.4832, 0.4516, -0.9322]
}

=====

{
  "formula": "C5H13NO",
  "method": "ωB97M-V with the def2-TZVPD basis set",
  "s2": 0.766,
  "relative_energy_ev": 1.161,
  "molar_mass_g_mol": 103.165,
  "spin_multiplicity": 2,
  "lumo_energy_ha": [-0.147, -0.269],
  "charge": 1,
  "total_energy_ha": -327.972615,
  "species": ["C", "C", "C", "C", "N", "C", "H", "H", "H", "H", "H", "H", "H", "H", "H", "H", "H", "H", "H", "O"],
  "xyz": [[1.162, -2.434, -0.852], [1.308, -1.428, 0.293], [0.588, -0.172, 0.072], [-0.650, -0.066, -0.518], [-1.227, 1.151, -0.578], [-0.541, 2.425, -0.808], [1.507, -1.936, -1.759], [1.856, -3.270, -0.768], [0.139, -2.784, -0.980], [2.380, -1.270, 0.412], [1.019, -1.852, 1.263], [0.957, 0.678, 0.632], [-0.952, -0.773, -1.280], [-2.229, 1.136, -0.753], [0.330, 2.223, -1.417], [-0.222, 2.915, 0.116], [-1.228, 3.079, -1.338], [-1.695, 0.693, 2.033], [-0.946, 1.184, 3.265], [-1.556, 0.502, 2.964]],
  "nbo_charge": [-0.6149, -0.5019, 0.0604, 0.0117, -0.3685, -0.4428, 0.2140, 0.2519, 0.2139, 0.2579, 0.2880, 0.2177, 0.2509, 0.4270, 0.2347, 0.2414, 0.2547, 0.4468, 0.4732, -0.9158]
}

=====

{
  "formula": "C5H13NO2",
  "method": "ωB97M-V with the def2-TZVPD basis set",
  "s2": 0.753,
  "relative_energy_ev": 3.053,
  "molar_mass_g_mol": 119.164,
  "spin_multiplicity": 2,
  "lumo_energy_ha": [0.150, 0.142],
  "charge": -1,
  "total_energy_ha": -403.429701,
  "species": ["C", "C", "N", "C", "C", "C", "H", "H", "H", "H", "H", "H", "H", "H", "H", "H", "H", "O", "H", "H", "O"],
  "xyz": [[-0.111, -0.754, -0.796], [0.324, -2.009, -0.481], [0.176, -3.101, -1.442], [-0.201, 0.278, 0.274], [-0.937, 1.525, -0.149], [-2.238, 1.591, -0.501], [-0.625, -0.645, -1.782], [0.900, -2.253, 0.373], [0.456, -3.955, -0.955], [-0.821, -3.241, -1.570], [0.875, 0.518, 0.492], [-0.494, -0.240, 1.203], [-0.360, 2.448, -0.193], [-2.644, 2.565, -0.797], [-3.029, 0.772, -0.459], [2.083, -0.034, -1.340], [1.779, 1.288, -1.744], [2.533, 0.846, -1.309], [0.238, 0.977, 2.996], [-0.839, 1.812, 3.444], [-0.049, 1.390, 3.818]],
  "nbo_charge": [-0.3608, -0.2300, -0.8424, -0.6197, -0.2466, -0.5276, 0.1961, 0.1599, 0.3411, 0.3501, 0.2200, 0.1045, 0.1869, 0.1744, 0.1837, 0.4776, 0.4453, -0.9789, 0.4725, 0.4594, -0.9654]
}

=====

{
  "formula": "C5H13NO2",
  "method": "ωB97M-V with the def2-TZVPD basis set",
  "relative_energy_ev": 8.307,
  "molar_mass_g_mol": 119.164,
  "lumo_energy_ha": -0.159,
  "charge": 0,
  "total_energy_ha": -403.271327,
  "species": ["C", "C", "C", "C", "N", "C", "H", "H", "H", "H", "H", "H", "H", "H", "H", "H", "H", "O", "H", "H", "O"],
  "xyz": [[-1.102, 0.680, 1.715], [-0.118, 1.203, 0.675], [-0.316, 0.663, -0.742], [-0.570, -0.872, -0.729], [-1.859, -1.201, -0.453], [-1.482, -1.317, -1.819], [-2.141, 0.777, 1.370], [-0.987, 1.202, 2.669], [-0.944, -0.399, 1.869], [0.868, 0.882, 0.978], [-0.170, 2.291, 0.638], [-1.195, 1.178, -1.139], [0.220, -1.559, -0.408], [-1.919, -0.596, -2.492], [-1.534, -2.360, -2.169], [3.329, 0.935, -0.791], [0.596, 0.813, -1.358], [2.432, 0.798, -0.459], [2.238, -0.351, 0.369], [2.716, -1.649, 1.234], [1.940, -1.115, 1.043]],
  "nbo_charge": [-0.6022, -0.4242, -0.3473, -0.1603, 0.1198, -0.3464, 0.1900, 0.2242, 0.2132, 0.2781, 0.2181, 0.2036, 0.3471, 0.2441, 0.2473, 0.4457, 0.3423, -1.0923, 0.4967, 0.4605, -1.0580]
}

=====

{
  "formula": "C5H13NO2",
  "method": "ωB97M-V with the def2-TZVPD basis set",
  "relative_energy_ev": 3.433,
  "molar_mass_g_mol": 119.164,
  "smiles": "C=NC(=C)CC.O.O",
  "lumo_energy_ha": 0.011,
  "charge": 0,
  "total_energy_ha": -403.450451,
  "species": ["C", "C", "C", "C", "C", "N", "H", "H", "H", "H", "H", "H", "H", "H", "H", "H", "H", "O", "H", "H", "O"],
  "xyz": [[1.836, -0.322, -2.437], [1.585, 0.281, -1.015], [0.450, -0.449, -0.214], [-0.183, -1.520, -0.691], [0.451, 1.271, 1.488], [0.145, 0.093, 1.077], [1.301, 0.261, -3.196], [2.882, -0.514, -2.643], [1.376, -1.312, -2.406], [1.213, 1.183, -1.193], [2.448, 0.142, -0.296], [-0.079, -2.097, -1.654], [-0.940, -2.009, -0.100], [0.204, 1.499, 2.572], [1.156, 2.028, 1.034], [-1.400, -1.076, 2.517], [-2.718, -1.582, 2.287], [-1.881, -1.902, 2.373], [-0.746, 2.167, -0.699], [-2.129, 1.546, -0.288], [-1.671, 2.345, -0.656]],
  "nbo_charge": [-0.6111, -0.4488, 0.1255, -0.3864, -0.0578, -0.4557, 0.2131, 0.2176, 0.2078, 0.1928, 0.2199, 0.2107, 0.2270, 0.1804, 0.1614, 0.4786, 0.4521, -0.9308, 0.4632, 0.4791, -0.9386]
}

=====

{
  "formula": "C5H13NO2",
  "method": "ωB97M-V with the def2-TZVPD basis set",
  "relative_energy_ev": 1.371,
  "molar_mass_g_mol": 119.164,
  "smiles": "CCC(=O)N(C)C.O",
  "lumo_energy_ha": 0.024,
  "charge": 0,
  "total_energy_ha": -403.526220,
  "species": ["O", "C", "N", "C", "C", "C", "C", "H", "H", "H", "H", "H", "H", "H", "H", "H", "H", "H", "O", "H", "H"],
  "xyz": [[-0.094, -1.741, -1.792], [-0.356, -0.718, -1.148], [-1.002, -0.810, 0.040], [-1.026, 0.222, 1.063], [-1.496, -2.082, 0.496], [1.547, 0.951, -1.193], [0.154, 0.605, -1.657], [-1.998, 0.606, 1.416], [-0.384, 1.079, 0.798], [-0.547, -0.335, 1.886], [-0.694, -2.837, 0.434], [-2.271, -2.330, -0.249], [-1.947, -2.130, 1.502], [1.933, 1.770, -1.823], [2.166, 0.054, -1.364], [1.641, 1.247, -0.135], [-0.484, 1.476, -1.412], [0.155, 0.488, -2.758], [1.456, 1.873, 2.042], [2.362, 1.491, 2.094], [0.886, 1.121, 1.760]],
  "nbo_charge": [-0.6396, 0.6689, -0.4345, -0.4093, -0.4266, -0.6108, -0.4961, 0.2113, 0.2031, 0.1922, 0.2207, 0.2173, 0.2101, 0.2180, 0.2151, 0.2092, 0.2075, 0.2431, -0.9395, 0.4738, 0.4663]
}

=====

{
  "formula": "C5H13NO2",
  "method": "ωB97M-V with the def2-TZVPD basis set",
  "relative_energy_ev": 2.759,
  "molar_mass_g_mol": 119.164,
  "smiles": "C=C/C=C/CN.O.O",
  "lumo_energy_ha": 0.015,
  "charge": 0,
  "total_energy_ha": -403.475226,
  "species": ["N", "C", "C", "C", "C", "C", "H", "H", "H", "H", "H", "H", "H", "H", "H", "H", "H", "O", "H", "H", "O"],
  "xyz": [[-0.330, -1.970, -1.398], [-1.367, -0.947, -1.237], [-1.032, 2.688, 1.481], [-0.240, 2.455, 0.434], [-0.356, 1.266, -0.413], [-0.982, 0.082, -0.220], [0.275, -1.677, -2.156], [-0.772, -2.835, -1.691], [-1.687, -0.503, -2.194], [-2.295, -1.426, -0.913], [-0.895, 3.475, 2.210], [-1.962, 2.134, 1.590], [0.542, 3.130, 0.115], [0.284, 1.279, -1.301], [-1.184, -0.024, 0.850], [1.986, -0.100, -0.079], [3.441, 0.292, -0.287], [2.875, -0.456, -0.215], [0.273, -1.855, 0.672], [1.356, -2.313, 1.567], [0.486, -1.913, 1.626]],
  "nbo_charge": [-0.8423, -0.2715, -0.3531, -0.2338, -0.2316, -0.1846, 0.3652, 0.3660, 0.1856, 0.2089, 0.2027, 0.1952, 0.2059, 0.1828, 0.2162, 0.4792, 0.4656, -0.9457, 0.4836, 0.4685, -0.9627]
}

=====

{
  "formula": "C5H13NO2",
  "method": "ωB97M-V with the def2-TZVPD basis set",
  "relative_energy_ev": 1.792,
  "molar_mass_g_mol": 119.164,
  "smiles": "CC(C)CNC=O.O",
  "lumo_energy_ha": 0.028,
  "charge": 0,
  "total_energy_ha": -403.510764,
  "species": ["O", "C", "N", "C", "C", "C", "C", "H", "H", "H", "H", "H", "H", "H", "H", "H", "H", "H", "H", "H", "O"],
  "xyz": [[-0.231, 0.075, 2.656], [0.185, 1.002, 2.056], [0.488, 1.027, 0.723], [0.709, -0.287, 0.021], [0.929, -0.147, -1.489], [-0.155, 0.583, -2.259], [1.289, -1.474, -2.076], [0.313, 2.006, 2.569], [1.082, 1.793, 0.379], [1.586, -0.967, 0.520], [-0.148, -1.056, 0.221], [1.840, 0.583, -1.477], [0.076, 1.243, -3.140], [-0.814, -0.135, -2.724], [-0.751, 1.178, -1.549], [1.414, -2.173, -1.354], [2.221, -1.513, -2.664], [0.411, -1.904, -2.756], [-1.808, -0.471, 0.535], [-2.740, -0.821, 1.655], [-2.748, -0.452, 0.744]],
  "nbo_charge": [-0.5939, 0.5505, -0.6460, -0.2174, -0.2498, -0.6226, -0.5983, 0.1037, 0.3981, 0.2062, 0.1964, 0.1837, 0.2238, 0.2103, 0.2216, 0.2061, 0.2235, 0.2058, 0.4617, 0.4741, -0.9373]
}

=====

{
  "formula": "C5H13NO2",
  "method": "ωB97M-V with the def2-TZVPD basis set",
  "relative_energy_ev": 2.122,
  "molar_mass_g_mol": 119.164,
  "smiles": "CCN[C@H](C)C=O.O",
  "lumo_energy_ha": 0.025,
  "charge": 0,
  "total_energy_ha": -403.498617,
  "species": ["C", "C", "N", "C", "C", "C", "O", "H", "H", "H", "H", "H", "H", "H", "H", "H", "H", "H", "H", "H", "O"],
  "xyz": [[-2.468, -0.338, -1.432], [-1.401, 0.124, -0.468], [-0.273, -0.806, -0.284], [1.388, 0.951, 0.430], [0.649, -0.340, 0.769], [1.586, -1.565, 0.885], [1.128, -2.658, 1.064], [-3.092, -1.096, -0.951], [-3.166, 0.395, -1.830], [-2.006, -0.938, -2.224], [-0.863, 0.992, -0.878], [-1.781, 0.483, 0.493], [-0.557, -1.768, -0.180], [1.125, 1.730, 1.147], [1.222, 1.409, -0.535], [2.447, 0.770, 0.623], [0.179, -0.265, 1.760], [2.688, -1.395, 0.943], [0.343, 3.147, -1.324], [-1.067, 3.317, -0.684], [-0.143, 3.449, -0.540]],
  "nbo_charge": [-0.6277, -0.2183, -0.6283, -0.6244, -0.1550, 0.4633, -0.5234, 0.2036, 0.2197, 0.2180, 0.1753, 0.1635, 0.3809, 0.2289, 0.2163, 0.2058, 0.1877, 0.1080, 0.4712, 0.4733, -0.9383]
}